1.
90
Properties=species:S:1:pos:R:3:forces:R:3:lowdin_charge:R:1 method="wB97M-V/def2-TZVPD" relative_energy_kj_mol=197.12 homo_ha=-0.340 e_lumo_ha=0.00795 smiles="CC(C)=O.CC(C)=O.CC(C)=O.CC(C)=O.CC(C)=O.CC(C)=O.CC(C)=O.CC(C)=O.CC(C)=O" charge=0 energy_ha=-1738.2536 fmax_ev_per_a=3.4 gap_ev=9.48
C -2.42921 5.69817 1.30659 1.10 -0.91 -0.10 -0.026
C -1.55016 4.80053 0.43586 -1.50 -0.71 -0.28 -0.448
C -0.33904 5.47131 -0.23375 -0.22 -1.68 -0.40 -0.015
O -1.90258 3.62250 0.26079 1.45 2.24 0.07 0.020
H -1.74828 6.26773 1.93907 -0.25 0.27 0.14 0.079
H -3.03141 5.01286 1.90308 -0.31 0.44 -0.04 0.081
H -2.99627 6.37611 0.66866 -0.12 -0.03 0.14 0.089
H -0.01394 4.71655 -0.94980 0.37 0.09 -0.10 0.070
H 0.47489 5.63954 0.47146 -0.15 0.13 0.13 0.076
H -0.53948 6.37585 -0.80796 -0.35 0.09 0.41 0.086
C -4.64117 1.25322 -1.15978 0.18 0.84 -0.76 -0.030
C -5.79562 2.26275 -1.19600 -2.27 -1.55 -0.34 -0.439
C -5.71457 3.35167 -0.14876 -0.73 0.87 0.34 -0.035
O -6.81432 2.10637 -1.89719 2.67 0.57 1.40 0.038
H -3.75746 1.80593 -1.47862 0.29 0.19 0.16 0.073
H -4.70210 0.43389 -1.87608 -0.57 -0.02 0.24 0.079
H -4.42692 0.91751 -0.14513 -0.22 -0.04 -0.01 0.079
H -6.61019 3.97275 -0.13383 -0.01 0.17 -0.81 0.079
H -4.83672 3.99419 -0.21702 0.12 -0.20 -0.15 0.067
H -5.77725 3.01231 0.88516 0.59 -0.83 -0.05 0.086
C 3.88609 -1.76685 2.10001 -0.15 -0.74 0.88 -0.008
C 3.46133 -1.00681 3.37016 0.13 0.26 -1.27 -0.449
C 2.28612 -0.02029 3.19694 0.66 0.07 1.01 -0.009
O 4.16219 -1.01907 4.35625 -0.68 -0.10 -0.21 0.066
H 3.06722 -2.10906 1.46721 -0.14 0.70 -0.12 0.053
H 4.38239 -2.69498 2.38351 0.31 0.15 0.24 0.075
H 4.61320 -1.14423 1.57869 -0.21 0.07 -0.23 0.089
H 2.35192 0.50457 2.24388 0.22 -0.08 0.08 0.047
H 2.42716 0.66144 4.03565 -0.16 0.34 -0.15 0.080
H 1.26730 -0.39583 3.29216 0.17 -0.59 -0.10 0.066
C -2.34124 -5.98698 -4.93969 0.70 0.69 -0.10 -0.023
C -2.15802 -4.97150 -3.83440 1.53 1.39 1.50 -0.440
C -3.39984 -4.24129 -3.30826 0.57 0.04 -0.15 -0.022
O -1.05901 -4.66529 -3.32228 -2.41 -1.20 -1.55 0.023
H -2.85799 -6.87185 -4.56809 0.10 -0.03 -0.07 0.090
H -1.36397 -6.19322 -5.37616 -0.02 -0.45 0.28 0.082
H -2.91729 -5.54222 -5.75113 -0.34 0.00 0.16 0.081
H -3.04757 -3.32522 -2.83412 -0.06 -0.09 0.07 0.067
H -3.89239 -4.85221 -2.55178 -0.08 -0.08 -0.03 0.086
H -4.12013 -3.97127 -4.08051 0.02 -0.25 -0.07 0.077
C -1.03470 -3.83297 4.14274 0.56 -0.16 0.87 -0.035
C -2.29262 -3.03782 4.00063 -1.54 0.67 -1.67 -0.460
C -2.08547 -1.55576 3.59556 0.37 -0.49 0.63 -0.019
O -3.41653 -3.52145 4.02158 1.37 0.37 0.40 0.051
H -0.14896 -3.20298 4.06088 -0.07 -0.08 -0.24 0.064
H -0.98067 -4.64666 3.41949 -0.15 0.16 -0.09 0.089
H -0.98696 -4.28282 5.13443 -0.20 -0.15 0.08 0.087
H -1.82241 -0.99599 4.49308 -0.16 0.11 0.26 0.081
H -2.94218 -1.07797 3.12033 -0.02 -0.34 0.09 0.079
H -1.18279 -1.47028 2.99062 -0.12 -0.13 -0.34 0.041
C 2.07775 -4.88993 1.46722 -0.43 0.98 0.16 -0.023
C 1.18606 -3.88098 0.68683 -1.77 -0.36 1.26 -0.411
C 1.13741 -3.97019 -0.84726 0.13 0.29 0.80 -0.004
O 0.40349 -3.13367 1.31504 2.08 -1.34 -1.55 0.001
H 1.76474 -5.92438 1.32560 0.08 0.04 -0.65 0.083
H 1.98278 -4.74741 2.54367 -0.08 0.43 -0.03 0.071
H 3.12672 -4.74145 1.21090 0.00 -0.28 -0.24 0.074
H 1.55452 -3.03829 -1.22895 -0.17 0.12 -0.20 0.076
H 0.09594 -4.05639 -1.15710 0.02 0.24 -0.01 0.068
H 1.68227 -4.79177 -1.31229 0.14 -0.06 0.43 0.082
C 2.97347 2.25436 -2.70996 -0.20 -0.37 0.44 -0.027
C 2.46735 2.19247 -4.11902 0.32 0.21 -1.96 -0.460
C 1.35089 1.16488 -4.42029 0.19 0.87 0.03 -0.020
O 2.92105 2.91705 -5.00097 -0.60 -0.80 1.11 0.041
H 2.30786 2.86592 -2.10082 -0.25 0.09 -0.09 0.064
H 3.97579 2.66907 -2.60289 -0.06 -0.09 -0.32 0.090
H 2.90489 1.25175 -2.28785 0.21 0.01 0.18 0.073
H 1.51092 0.19714 -3.94493 -0.08 0.24 0.06 0.058
H 1.11559 1.05489 -5.47889 0.63 0.08 -0.09 0.077
H 0.44314 1.62840 -4.03397 -0.19 -0.23 0.51 0.081
C 3.12630 3.68387 0.83931 0.56 -0.47 0.48 -0.014
C 4.51749 3.04140 1.03197 0.74 -1.89 -2.68 -0.422
C 5.62885 3.91939 1.56176 -0.13 0.42 0.70 -0.029
O 4.81536 1.93122 0.53042 -1.23 2.59 1.71 0.017
H 2.88233 3.65705 -0.22270 0.30 0.29 -0.04 0.058
H 3.17108 4.69488 1.24424 -0.32 -0.02 -0.24 0.069
H 2.29998 3.13680 1.29319 0.21 -0.17 0.34 0.070
H 6.51408 3.93443 0.92596 -0.11 -0.51 0.01 0.089
H 5.88462 3.56452 2.56013 0.31 -0.24 -0.01 0.089
H 5.36325 4.96433 1.72191 -0.39 -0.03 -0.18 0.070
C -1.20353 -0.88958 -0.46130 0.03 -0.33 -1.03 0.000
C 0.13508 -0.32412 -0.82550 1.15 0.62 -0.98 -0.473
C 0.65403 0.65709 0.14695 0.26 0.27 1.26 -0.026
O 0.81013 -0.51322 -1.83277 -1.27 -0.75 0.63 0.041
H -1.88064 -0.04465 -0.33587 -0.09 0.02 0.18 0.078
H -1.13283 -1.46341 0.46271 -0.01 0.03 -0.08 0.062
H -1.56269 -1.50834 -1.28363 -0.08 -0.14 0.15 0.083
H 1.71907 0.84549 0.01176 -0.09 0.06 -0.17 0.076
H 0.49333 0.25345 1.14662 0.01 0.08 0.14 0.064
H 0.07972 1.58303 0.11668 -0.06 0.14 -0.18 0.084

---

2.
84
Properties=species:S:1:pos:R:3:forces:R:3:lowdin_charge:R:1 method="wB97M-V/def2-TZVPD" homo_ha=-0.245 e_lumo_ha=0.00459 smiles="O=S(=O)(c1ccccc1)N(SC(F)(F)F)S(=O)(=O)c1ccccc1.C=C1N(c2c(C)cc(C)cc2C)C=CN1c1c(C)cc(C)cc1C" charge=0 energy_ha=-3314.6323 fmax_ev_per_a=1.7 gap_ev=6.78
O -4.60953 -1.66088 -2.84087 0.67 0.45 -0.02 -0.269
S -3.57504 -0.68912 -3.05833 0.46 -0.13 0.30 0.691
O -3.66213 0.64619 -2.51242 0.16 -1.18 -0.43 -0.315
C -3.22318 -0.57255 -4.81423 0.02 0.43 0.03 -0.278
C -3.34332 0.68469 -5.40521 0.33 0.02 -0.02 -0.063
C -3.01789 0.83185 -6.75472 0.01 -0.18 -0.06 -0.066
C -2.59067 -0.27096 -7.50485 -0.17 0.15 0.23 -0.069
C -2.51310 -1.52800 -6.90081 -0.06 0.18 -0.02 -0.062
C -2.83374 -1.68136 -5.55400 0.21 -0.14 0.10 -0.047
N -2.02241 -1.39430 -2.39400 -0.26 1.03 0.02 -0.563
S -1.07701 -0.33781 -1.35677 -1.16 -0.82 -0.72 1.080
C 0.00334 0.31307 -2.64696 0.55 -0.07 -0.64 -0.806
F 0.79203 1.28564 -2.14748 -0.51 -0.67 -0.30 0.096
F -0.71600 0.83530 -3.66559 0.51 -0.25 0.36 0.091
F 0.80333 -0.65955 -3.17029 -0.46 0.78 0.20 0.080
S -2.02504 -3.07514 -2.00963 -0.02 -0.15 -0.04 0.639
O -2.78026 -3.25451 -0.79764 0.51 -0.01 -0.61 -0.279
O -2.37919 -3.73832 -3.24344 -0.11 0.31 0.82 -0.309
C -0.30834 -3.48639 -1.70450 0.36 0.30 0.07 -0.294
C 0.45706 -3.89481 -2.79469 -0.03 0.05 0.00 -0.062
C 1.78130 -4.27679 -2.60779 0.04 -0.05 0.14 -0.066
C 2.34844 -4.24205 -1.33215 -0.13 0.10 -0.02 -0.065
C 1.58699 -3.80964 -0.23847 -0.02 -0.13 -0.16 -0.062
C 0.25664 -3.42912 -0.42453 -0.13 0.02 -0.10 -0.062
H -3.61095 1.54477 -4.79627 -0.02 -0.19 -0.15 0.115
H -3.08071 1.81824 -7.21690 0.01 -0.30 0.14 0.109
H -2.31710 -0.14259 -8.55695 -0.12 -0.07 0.42 0.109
H -2.19106 -2.39312 -7.47873 -0.06 0.20 0.16 0.110
H -2.71755 -2.63879 -5.05773 -0.13 0.06 -0.13 0.092
H 0.02069 -3.91090 -3.78632 -0.02 -0.04 0.11 0.116
H 2.35915 -4.61957 -3.46813 -0.12 0.15 0.31 0.111
H 3.39116 -4.54552 -1.19821 -0.41 0.11 0.01 0.109
H 2.02831 -3.79467 0.76435 -0.23 0.08 -0.43 0.108
H -0.34545 -3.08254 0.41113 0.07 -0.10 -0.10 0.115
C 0.29597 0.66260 0.91061 0.59 0.63 1.26 -0.058
C 0.63005 1.51328 1.94580 -0.66 -0.68 -1.37 -0.272
N 1.85426 1.89090 2.46405 0.05 -0.27 -0.27 0.024
C 3.14683 1.33844 2.19191 0.44 0.29 1.01 -0.109
C 4.24305 2.21922 2.11605 0.03 -0.54 -0.29 -0.198
C 4.11055 3.70201 2.23300 0.13 0.64 -0.26 -0.054
C 5.52875 1.68517 2.01720 -0.29 -0.29 0.02 -0.012
C 5.74458 0.30408 2.02995 -0.11 0.17 0.04 -0.270
C 7.14318 -0.22264 1.89706 0.39 -0.13 -0.04 -0.059
C 4.66046 -0.54490 2.25442 -0.12 0.49 -0.04 -0.004
C 3.37485 -0.02383 2.42739 0.13 0.15 -0.16 -0.194
C 2.29987 -0.86510 3.03020 -0.28 -0.65 -0.06 -0.037
C 1.63119 2.68494 3.58521 -0.18 0.32 0.68 -0.055
C 0.30461 2.83732 3.73869 0.55 0.45 0.38 -0.061
N -0.32298 2.18625 2.69461 -0.06 0.11 0.17 0.007
C -1.71335 1.88570 2.57664 -0.11 -0.52 -0.16 -0.151
C -2.26918 0.96394 3.47329 -0.38 -0.18 -0.63 -0.190
C -1.51385 0.48586 4.67520 0.11 -0.20 0.64 -0.032
C -3.50234 0.38683 3.14045 0.35 0.30 -0.05 -0.001
C -4.13981 0.68893 1.93420 0.24 0.15 0.21 -0.261
C -5.33828 -0.10573 1.51354 -0.34 -0.08 -0.07 -0.046
C -3.62053 1.70338 1.12241 0.19 -0.21 0.32 0.005
C -2.39967 2.30809 1.42840 -0.08 -0.27 0.32 -0.211
C -1.79195 3.32864 0.52184 -0.08 0.40 -0.32 -0.029
H -0.76679 0.42433 0.83469 0.77 0.03 0.06 -0.010
H 1.10193 0.12372 0.42273 -0.37 -0.06 -0.08 0.051
H 3.10557 4.07788 2.02602 0.18 -0.11 0.02 0.079
H 4.40524 4.03230 3.24206 -0.16 -0.07 -0.25 0.092
H 4.80652 4.17995 1.53413 -0.14 0.01 0.12 0.085
H 6.38084 2.37042 1.95968 -0.26 -0.25 -0.05 0.126
H 7.15080 -1.31154 1.76816 0.02 0.24 0.01 0.075
H 7.64939 0.23509 1.03464 -0.12 -0.18 0.22 0.083
H 7.74477 0.01647 2.78891 -0.20 -0.08 -0.25 0.086
H 4.80333 -1.61837 2.36851 0.09 0.19 0.02 0.114
H 2.67110 -1.88853 3.13784 -0.10 0.06 0.06 0.075
H 2.02452 -0.50713 4.03749 0.08 0.03 -0.38 0.098
H 1.39379 -0.88974 2.41385 0.10 0.01 0.22 0.054
H 2.47134 3.05398 4.15709 -0.35 -0.07 0.01 0.121
H -0.25382 3.32502 4.52124 0.08 0.16 -0.19 0.127
H -2.22184 0.25875 5.48920 0.26 -0.01 -0.27 0.086
H -0.94216 -0.44073 4.46378 -0.24 0.48 0.02 0.095
H -0.81267 1.24328 5.05309 -0.23 -0.44 -0.10 0.058
H -3.93311 -0.35872 3.81392 0.11 0.15 -0.22 0.124
H -5.67368 0.20156 0.51882 -0.03 -0.09 0.15 0.077
H -5.10391 -1.17949 1.47570 -0.02 0.29 -0.01 0.089
H -6.16538 0.02312 2.22307 0.09 -0.03 -0.16 0.083
H -4.14568 1.98654 0.21160 0.13 -0.09 0.11 0.117
H -2.56576 3.74661 -0.13088 0.14 -0.04 0.08 0.083
H -1.35514 4.15182 1.10110 0.01 -0.19 -0.18 0.088
H -1.01418 2.89930 -0.12546 -0.08 0.02 0.25 0.075

---

3.
36
Properties=species:S:1:pos:R:3:forces:R:3:lowdin_spin:R:1 method="wB97M-V/def2-TZVPD" homo_ha="-0.503 / -0.489" e_lumo_ha="-0.19331 / -0.36449" charge=+1 multiplicity=2 energy_ha=-1687.1712 fmax_ev_per_a=3.9 gap_ev="8.42 / 3.38" s2=0.7565
Na -0.74487 1.26754 4.17529 -0.27 -0.19 -0.42 0.000
Cl -1.00863 -0.05241 0.45595 -0.18 0.55 1.92 0.000
O -1.71144 0.48074 1.61651 -0.16 0.35 0.23 0.000
O -0.17567 -1.08500 0.85984 2.13 -2.82 1.68 0.000
O -1.90458 -0.59418 -0.47793 -1.62 0.49 -1.56 -0.001
O -0.15070 0.95760 -0.06098 0.04 1.71 -1.23 -0.002
O -4.63959 1.33843 1.33379 -0.16 0.30 0.17 0.000
H -4.78976 0.52091 0.85910 -0.09 -0.21 -0.15 0.000
H -3.72186 1.29493 1.60233 0.25 -0.12 -0.09 0.000
O 1.01524 -1.47091 -2.05239 0.07 0.43 -0.66 0.235
H 0.44395 -1.08461 -1.38859 -0.04 0.20 0.57 -0.001
H 0.60292 -2.30787 -2.26624 0.09 -0.65 -0.01 0.000
O -2.10692 2.22821 -1.99305 0.06 -0.20 -0.46 0.122
H -1.76175 1.73794 -1.24691 0.20 -0.10 0.25 0.000
H -2.03373 3.14612 -1.73164 -0.06 0.45 -0.01 -0.001
O 1.63151 3.62895 0.21957 0.09 -0.15 -0.18 0.000
H 1.91449 3.76549 1.12373 0.19 0.23 0.23 0.000
H 1.04192 2.87618 0.26370 -0.62 -0.18 0.09 0.000
O -1.54286 -0.80554 -3.40668 0.52 0.30 -0.47 0.246
H -1.99258 -0.54471 -2.60297 -0.40 0.31 0.58 0.002
H -1.24434 -1.69876 -3.23559 -0.02 -0.50 -0.14 -0.003
O 1.49699 -2.80577 3.35479 0.41 0.38 0.39 0.000
H 0.57739 -3.01239 3.52171 -0.19 -0.42 -0.12 0.000
H 1.47680 -1.94968 2.92708 -0.07 0.14 -0.20 0.000
O 1.16640 2.55961 -2.88736 -0.44 0.73 -0.11 0.386
H 1.34134 2.08232 -2.07630 0.44 -0.47 0.66 0.002
H 1.06117 1.87670 -3.54977 -0.11 -0.53 -0.64 0.001
O 2.80001 -1.53976 0.68668 0.15 0.18 -0.15 0.003
H 3.03430 -2.13951 1.39495 0.17 -0.43 0.16 0.000
H 2.27398 -0.86164 1.11058 -0.21 0.19 -0.12 0.000
O 3.04922 1.32189 -0.99662 -0.43 -0.15 -0.26 0.010
H 2.57912 1.87007 -0.36834 0.20 0.50 0.26 0.000
H 3.81951 1.01518 -0.51827 0.29 -0.29 -0.06 0.000
O -0.36433 -4.30697 1.70362 0.00 -0.15 0.09 0.000
H -0.27135 -3.39866 1.41627 0.11 0.30 -0.25 0.000
H -1.16113 -4.31051 2.23403 -0.35 -0.18 0.03 0.000

---

4.
43
Properties=species:S:1:pos:R:3:forces:R:3:lowdin_spin:R:1 method="wB97M-V/def2-TZVPD" homo_ha="-0.383 / -0.383" e_lumo_ha="-0.13493 / -0.13215" charge=+1 multiplicity=6 energy_ha=-5046.6021 fmax_ev_per_a=2.6 gap_ev="6.74 / 6.82" s2=8.7579
Sm -1.96009 -0.37360 0.36010 0.59 0.50 -0.21 5.048
O -1.49665 -6.51836 -1.66728 0.74 0.02 -0.96 0.000
C -1.79455 -5.24722 -1.41292 -0.56 0.29 1.37 0.000
C -1.62261 -4.22332 -2.34327 -0.08 1.13 -0.18 0.000
C -1.91639 -2.91177 -1.97627 0.00 0.01 0.23 0.000
N -2.36332 -2.59456 -0.73934 0.52 0.36 -0.87 -0.008
C -2.49581 -3.57914 0.11737 -0.54 -1.25 0.05 0.000
Br -3.10504 -3.08133 1.81476 -0.23 0.49 0.83 -0.001
C -2.31455 -4.92152 -0.11050 0.87 0.04 -1.52 0.000
H -0.95726 -6.57915 -2.49982 -0.80 -0.05 0.99 0.000
H -1.25141 -4.41067 -3.34863 -0.06 -0.09 0.22 0.000
H -1.78605 -2.02428 -2.61615 0.06 -0.88 0.01 0.000
H -2.47827 -5.65078 0.67174 0.09 -0.07 -0.24 0.000
N 3.87832 4.41154 -1.81425 -0.95 2.19 -0.90 0.000
C 3.20059 3.30130 -1.47059 -0.91 -0.41 0.60 0.000
C 3.84291 2.11877 -1.09624 1.19 -0.14 -0.51 0.000
C 3.18018 0.98582 -0.71243 -0.03 -0.54 -0.58 0.000
C 1.77055 0.99268 -0.67059 1.33 1.55 0.49 0.000
C 1.10292 2.20039 -0.96880 0.95 0.36 -0.50 0.000
C 1.78151 3.32174 -1.44294 0.86 -0.43 0.21 0.000
S 1.08120 -0.40552 0.00239 0.06 -1.15 -0.70 -0.001
O 0.04833 -0.86853 -0.98392 -0.80 -0.05 0.93 -0.006
O 2.12399 -1.35641 0.25993 -0.55 0.29 0.19 -0.001
N 0.10660 -0.11219 1.24865 0.01 -1.53 -1.44 -0.014
C 0.29848 0.70861 2.28817 -0.11 1.14 -0.28 -0.001
N 1.47974 1.31808 2.41771 -0.33 -0.87 -0.79 0.000
C 1.51430 2.26124 3.30722 1.00 0.12 1.90 0.000
C 0.46351 2.50807 4.17060 -1.23 -0.15 -0.13 0.000
C -0.71110 1.78649 3.98970 -0.24 -0.58 -0.23 0.000
N -0.84113 0.90982 2.97606 0.84 0.13 0.35 -0.002
H 4.82422 4.62645 -1.61069 0.75 -0.61 0.26 0.000
H 3.35093 5.28298 -1.99491 0.36 -1.16 0.18 0.000
H 4.92368 2.03266 -1.23497 -0.25 0.26 0.22 0.000
H 3.78918 0.06721 -0.57991 -0.82 0.75 0.24 0.000
H 0.06637 2.32415 -0.83224 -1.14 -0.30 0.02 0.000
H 1.32545 4.26337 -1.77702 -0.33 -0.65 0.41 0.000
H 2.50006 2.68081 3.54344 -0.40 0.28 -0.49 0.000
H 0.54856 3.22919 4.94025 0.07 0.49 0.65 0.000
H -1.59014 1.77051 4.64288 0.48 0.69 -0.04 0.000
F -6.39264 0.28072 -1.35054 0.26 -0.40 -0.51 0.000
C -5.24707 -0.20884 -1.09573 -0.48 1.19 1.88 0.000
F -1.83480 1.41249 -0.60309 -0.69 -0.15 0.16 -0.013
F -5.04268 0.27209 0.20204 0.48 -0.82 -1.32 -0.001

---

Question: Which value of charge does entry 4 give?
Answer: +1

---

Question: Look up the charge of the fourth one.
Answer: +1